No. 1
This record from the OMol25 dataset describes C46H45N4NaOPS2SbSe as an isolated structure. The level of theory is wB97M-V/def2-TZVPD.

Atoms and positions in Å:
Sb1 -2.25 1.38 -1.59
Se1 -1.91 -1.60 2.76
S1 2.61 -1.55 1.07
S2 1.44 -4.80 1.40
P1 2.82 -3.41 1.74
Na1 0.36 0.92 0.72
O1 0.44 2.80 -0.39
N1 -0.16 -0.96 -0.57
N2 -1.98 -3.05 1.75
N3 -1.02 -0.64 1.57
N4 2.34 2.30 2.01
C1 -3.26 2.43 0.03
C2 2.71 1.30 2.81
C3 3.08 -3.36 3.55
C4 -4.52 -2.54 -1.99
C5 6.85 -3.81 1.10
C6 -0.41 -3.18 -1.50
C7 -3.20 -0.52 -2.06
C8 -3.94 4.46 1.13
C9 -3.05 4.68 -1.19
C10 5.75 -5.38 -0.35
C11 3.64 -4.46 4.21
C12 4.52 -4.99 0.16
C13 3.30 2.97 1.35
C14 2.81 -2.25 5.68
C15 -3.55 1.75 1.21
C16 -3.46 2.22 -3.18
C17 -4.85 2.08 -3.11
C18 4.44 -4.01 1.13
C19 0.04 -1.83 -1.52
C20 -2.89 2.86 -4.29
C21 -3.43 3.82 0.00
C22 -4.07 2.39 2.32
C23 -4.28 3.76 2.28
C24 -0.81 -1.42 0.53
C25 -1.09 -3.67 -0.44
C26 2.61 3.78 -0.97
C27 1.64 2.62 -1.14
C28 5.62 -3.41 1.60
C29 -1.40 3.06 -4.42
C30 -2.66 -0.98 -3.26
C31 -3.97 -2.97 -3.18
C32 6.92 -4.79 0.12
C33 -3.04 -2.18 -3.84
C34 -1.34 -2.77 0.64
C35 5.00 1.57 2.28
C36 -5.67 2.56 -4.12
C37 4.02 0.91 2.99
C38 -4.17 -1.31 -1.42
C39 4.64 2.62 1.45
C40 3.38 -3.34 6.32
C41 -5.11 3.20 -5.22
C42 2.67 -2.26 4.29
C43 -4.88 -0.90 -0.15
C44 -3.73 3.34 -5.30
C45 3.79 -4.44 5.59
C46 2.86 4.14 0.50
H1 3.61 4.93 0.55
H2 2.23 -1.42 3.77
H3 1.91 0.80 3.35
H4 5.56 -2.64 2.35
H5 2.10 1.70 -0.78
H6 -0.87 2.10 -4.36
H7 -2.92 5.72 -0.89
H8 -5.26 -3.15 -1.48
H9 0.58 -1.46 -2.38
H10 7.76 -3.35 1.47
H11 -3.82 4.64 -1.96
H12 2.49 -1.39 6.25
H13 -2.11 4.34 -1.65
H14 5.80 -6.15 -1.12
H15 3.60 -5.46 -0.18
H16 5.39 3.18 0.90
H17 -4.07 5.54 1.10
H18 -5.74 3.57 -6.01
H19 4.22 -5.30 6.09
H20 4.26 0.07 3.64
H21 -1.43 -4.69 -0.38
H22 -0.17 -3.83 -2.34
H23 -5.29 1.58 -2.26
H24 -4.68 4.29 3.14
H25 6.04 1.28 2.37
H26 -1.92 -0.37 -3.78
H27 -5.92 -1.22 -0.18
H28 -4.86 0.18 -0.02
H29 -1.01 3.69 -3.61
H30 -4.41 -1.36 0.72
H31 7.88 -5.09 -0.28
H32 -3.38 0.68 1.27
H33 -6.75 2.43 -4.05
H34 -4.31 1.83 3.22
H35 0.14 3.71 -0.51
H36 -1.15 3.53 -5.36
H37 1.40 2.48 -2.20
H38 -2.61 -2.49 -4.78
H39 3.56 3.50 -1.45
H40 2.23 4.66 -1.50
H41 1.94 4.53 0.94
H42 3.49 -3.33 7.40
H43 3.94 -5.32 3.63
H44 -4.28 -3.92 -3.61
H45 -3.30 3.84 -6.15

For the energy, the calculation gives -6015.92122 Eh. The charge is 0. For the largest force on an atom, the calculation gives 0.81 eV Å⁻¹.

***

No. 2
This record from the OMol25 dataset describes C33H38AuIN4O6P as an isolated structure in a non-equilibrium geometry. The level of theory is wB97M-V/def2-TZVPD.

Atoms and positions in Å:
Au1 -0.06 0.06 -0.16
I1 6.33 -6.34 -1.79
P1 -1.43 0.03 2.71
O1 1.75 -1.26 -0.48
O2 -2.23 -0.62 3.77
O3 3.55 -0.22 0.37
O4 -1.92 1.58 2.43
O5 -1.36 -0.72 1.40
O6 0.11 0.34 3.04
N1 0.92 2.20 0.18
N2 7.55 6.41 4.29
N3 2.21 3.60 1.28
N4 -1.12 0.37 -1.79
C1 5.20 -4.65 -1.18
C2 -4.11 1.84 3.41
C3 -1.70 -2.49 -1.13
C4 3.33 4.14 1.91
C5 -3.28 1.85 2.13
C6 5.11 -2.49 -0.19
C7 -3.10 -2.37 -3.19
C8 5.56 5.33 3.09
C9 1.78 -0.41 4.52
C10 -1.82 -0.39 -2.57
C11 -2.25 0.20 -3.82
C12 -1.70 1.55 -4.15
C13 2.96 -1.16 -0.14
C14 -3.29 3.25 1.51
C15 3.13 -3.50 -1.09
C16 -3.85 0.85 1.12
C17 0.72 0.68 4.28
C18 3.19 5.28 2.71
C19 -2.22 -1.75 -2.31
C20 0.99 4.21 1.10
C21 1.41 2.03 4.09
C22 3.85 -4.62 -1.45
C23 0.21 3.34 0.41
C24 -0.27 0.77 5.44
C25 5.85 -3.60 -0.55
C26 -3.56 -1.75 -4.33
C27 -3.10 -0.47 -4.65
C28 4.60 3.59 1.73
C29 4.29 5.87 3.29
C30 2.10 2.36 0.70
C31 6.67 5.93 3.73
C32 3.76 -2.42 -0.47
C33 5.70 4.18 2.32
H1 0.26 1.06 6.35
H2 -3.96 0.89 3.93
H3 -3.21 0.81 0.24
H4 -0.78 -0.17 5.58
H5 -3.43 0.00 -5.58
H6 -5.17 1.96 3.16
H7 -4.85 1.16 0.82
H8 -1.95 2.26 -3.36
H9 -4.26 -2.26 -4.99
H10 -2.62 3.90 2.07
H11 6.91 -3.66 -0.34
H12 2.18 1.95 3.33
H13 4.73 2.71 1.12
H14 -4.30 3.65 1.52
H15 -2.94 3.21 0.48
H16 5.58 -1.65 0.31
H17 -2.06 1.91 -5.11
H18 -1.02 1.53 5.20
H19 -0.61 1.49 -4.17
H20 6.69 3.76 2.16
H21 1.87 2.35 5.03
H22 -3.80 2.65 4.07
H23 4.18 6.76 3.89
H24 2.38 -0.51 3.62
H25 2.21 5.70 2.90
H26 0.68 2.77 3.78
H27 2.42 -0.18 5.36
H28 0.77 5.20 1.45
H29 -0.61 -2.40 -1.09
H30 -2.06 -2.05 -0.20
H31 2.84 1.59 0.70
H32 1.28 -1.36 4.69
H33 -0.79 3.45 0.05
H34 2.07 -3.43 -1.28
H35 -3.42 -3.38 -2.97
H36 -3.89 -0.14 1.56
H37 -1.99 -3.54 -1.16
H38 3.36 -5.45 -1.94

For the energy, the calculation gives -2725.63771 Eh. The charge is -1. For the largest force on an atom, the calculation gives 2.00 eV Å⁻¹.

***

No. 3
This record from the OMol25 dataset describes C38H36CaN2O2P2 as an isolated structure. The level of theory is wB97M-V/def2-TZVPD.

Atoms and positions in Å:
Ca1 -1.41 0.48 -0.14
P1 1.39 -0.19 0.51
P2 -0.73 -2.57 -0.59
O1 -1.84 1.64 -2.00
O2 -1.56 0.44 2.08
N1 -1.11 3.51 -0.83
N2 -1.34 2.73 0.33
C1 -1.38 2.85 -1.92
C2 -1.47 1.36 2.97
C3 2.48 1.64 4.05
C4 1.09 -1.77 1.43
C5 -2.13 -2.65 0.58
C6 -0.53 4.85 -3.21
C7 -4.35 -2.44 2.27
C8 4.17 -0.69 0.40
C9 1.84 1.00 1.81
C10 -0.30 -5.35 -3.55
C11 -1.13 3.60 -5.61
C12 -1.36 -5.31 -0.97
C13 0.75 -2.91 0.46
C14 2.23 3.32 2.35
C15 -1.35 -6.48 -1.71
C16 2.54 2.97 3.66
C17 -1.46 0.88 4.41
C18 2.14 0.66 3.13
C19 -0.83 -4.14 -1.53
C20 -1.36 2.72 2.73
C21 -0.57 4.87 -5.62
C22 1.88 2.34 1.43
C23 -1.25 3.37 1.46
C24 -1.39 2.96 -4.41
C25 -2.06 -3.09 1.90
C26 -3.33 -2.10 0.13
C27 2.97 -0.58 -0.31
C28 5.34 -1.05 -0.25
C29 -0.27 5.49 -4.41
C30 -0.82 -6.51 -2.99
C31 5.32 -1.31 -1.61
C32 -4.44 -2.00 0.96
C33 2.97 -0.83 -1.68
C34 -1.10 3.57 -3.20
C35 -1.02 4.86 1.46
C36 -3.16 -2.99 2.74
C37 -0.31 -4.16 -2.82
C38 4.14 -1.20 -2.33
H1 0.08 -3.25 -3.26
H2 2.26 4.36 2.05
H3 2.80 3.73 4.38
H4 -1.78 -5.29 0.02
H5 1.58 -3.07 -0.23
H6 2.70 1.36 5.07
H7 -1.97 -0.08 4.47
H8 1.61 2.63 0.42
H9 2.04 -0.72 -2.24
H10 -1.77 -7.39 -1.28
H11 2.10 -0.37 3.45
H12 -5.36 -1.57 0.59
H13 4.13 -1.39 -3.40
H14 -1.11 5.26 2.47
H15 1.96 -2.03 2.02
H16 -5.20 -2.35 2.94
H17 0.17 6.48 -4.41
H18 -0.03 5.08 1.08
H19 -3.41 -1.75 -0.90
H20 0.26 -1.56 2.11
H21 -1.73 5.36 0.80
H22 -1.93 1.59 5.08
H23 -0.42 0.74 4.73
H24 6.26 -1.13 0.30
H25 4.18 -0.47 1.46
H26 -1.83 1.97 -4.39
H27 -3.08 -3.33 3.76
H28 -1.37 3.11 -6.55
H29 -1.14 -3.51 2.29
H30 -0.31 5.32 -2.26
H31 0.60 -3.86 1.00
H32 6.23 -1.60 -2.12
H33 -1.30 3.35 3.61
H34 0.10 -5.36 -4.55
H35 -0.82 -7.43 -3.56
H36 -0.36 5.37 -6.55

For the energy, the calculation gives -3090.07327 Eh. The charge is 0. For the largest force on an atom, the calculation gives 0.41 eV Å⁻¹.

***

No. 4
This record from the OMol25 dataset describes a 2-piece molecular cluster, C13H27N3O6S overall in a non-equilibrium geometry. The level of theory is wB97M-V/def2-TZVPD.

Atoms and positions in Å:
S1 2.57 0.20 1.74
O1 1.89 1.37 1.18
O2 4.01 0.14 1.44
O3 0.02 -0.46 -1.59
O4 -3.77 -2.22 -2.48
O5 -1.26 1.10 -5.28
O6 1.99 -0.62 7.36
N1 -2.58 -0.36 -2.47
N2 2.35 0.19 3.47
N3 -3.21 1.81 -4.41
C1 1.45 -0.81 6.05
C2 -1.63 0.67 -2.93
C3 3.27 -0.62 4.28
C4 0.84 1.36 -2.85
C5 -3.75 2.35 -5.66
C6 -2.00 1.24 -4.31
C7 1.76 -1.31 1.21
C8 -2.55 -1.84 -4.47
C9 -0.16 0.20 -2.82
C10 -3.01 -1.47 -3.08
C11 1.02 0.54 3.97
C12 2.47 -1.56 5.17
C13 1.05 0.56 5.49
H1 0.70 -1.24 1.41
H2 0.72 1.53 3.59
H3 1.77 1.32 5.81
H4 -1.72 1.50 -2.24
H5 -0.52 -1.26 -1.61
H6 0.56 -1.44 6.13
H7 0.27 -0.18 3.62
H8 3.89 0.05 4.90
H9 2.76 -0.02 7.33
H10 -1.47 -1.84 -4.53
H11 -3.20 3.24 -5.94
H12 -2.95 -0.25 -1.54
H13 3.15 -2.14 5.80
H14 1.92 -1.42 0.14
H15 0.07 -0.49 -3.63
H16 3.96 -1.20 3.65
H17 -2.91 -2.84 -4.71
H18 0.07 0.85 5.88
H19 -3.65 1.61 -6.46
H20 -2.97 -1.15 -5.19
H21 2.20 -2.16 1.74
H22 1.84 0.96 -2.71
H23 0.62 2.06 -2.05
H24 1.93 -2.26 4.53
H25 -3.79 1.84 -3.59
H26 -4.81 2.60 -5.54
H27 0.80 1.87 -3.81

The SMILES is CNC(=O)[C@@H](NC(C)=O)[C@@H](C)O.CS(=O)(=O)N1CCC(O)CC1. For the energy, the calculation gives -1525.44616 Eh. The charge is 0. For the largest force on an atom, the calculation gives 2.61 eV Å⁻¹.

***

No. 5
This record from the OMol25 dataset describes one molecule with the formula C4H5FO2 in a non-equilibrium geometry. The level of theory is wB97M-V/def2-TZVPD.

Atoms and positions in Å:
F1 -0.96 -0.05 1.29
O1 1.28 1.65 -0.06
O2 1.63 -0.78 -0.13
C1 0.93 0.51 -0.01
C2 -1.97 0.31 -0.72
C3 0.30 -1.48 -0.25
C4 -0.62 -0.05 -0.10
H1 -2.16 1.40 -0.45
H2 -2.01 0.61 -1.96
H3 -2.72 -0.37 -0.33
H4 0.40 -1.86 -1.36
H5 -0.02 -2.03 0.55

The SMILES is C[C@@]1(F)COC1=O. For the energy, the calculation gives -405.65445 Eh. The charge is 0. For the largest force on an atom, the calculation gives 6.17 eV Å⁻¹.

***

No. 6
This record from the OMol25 dataset describes a 2-piece molecular cluster, C2H9N3O2 overall in a non-equilibrium geometry. The level of theory is wB97M-V/def2-TZVPD.

Atoms and positions in Å:
O1 1.52 -0.79 -0.31
O2 0.65 0.86 1.98
N1 0.50 1.01 0.82
N2 -1.10 -1.04 1.08
N3 -0.77 0.05 0.27
C1 -1.93 0.90 0.02
C2 2.24 -0.43 -1.46
H1 1.97 0.57 -1.82
H2 -1.75 -0.86 1.85
H3 3.32 -0.44 -1.25
H4 2.06 -1.16 -2.25
H5 -1.67 1.71 -0.67
H6 -2.29 1.35 0.95
H7 0.33 -0.61 -0.35
H8 -0.31 -1.47 1.56
H9 -2.76 0.34 -0.42

The SMILES is CN(N)N=O.CO. For the energy, the calculation gives -396.15732 Eh. The charge is 0. For the largest force on an atom, the calculation gives 3.44 eV Å⁻¹.

***

No. 7
This record from the OMol25 dataset describes C10H21BrCl10Ga as an isolated structure in a non-equilibrium geometry. The level of theory is wB97M-V/def2-TZVPD.

Atoms and positions in Å:
Br1 -0.38 -2.66 2.33
Ga1 -2.63 -3.59 -0.91
Cl1 0.95 3.10 -1.21
Cl2 -1.43 4.35 1.81
Cl3 3.19 6.35 -2.35
Cl4 3.35 1.58 -1.97
Cl5 5.95 5.55 -1.79
Cl6 0.26 -1.09 -3.45
Cl7 4.04 -0.97 2.28
Cl8 -1.65 0.87 -2.40
Cl9 4.28 -3.15 4.22
Cl10 -3.28 2.07 1.61
C1 2.71 3.14 -1.43
C2 -2.40 -5.27 0.23
C3 4.82 6.90 -1.97
C4 -2.25 3.20 0.73
C5 -3.09 -1.74 1.94
C6 3.35 -2.49 2.87
C7 -1.67 -1.92 -0.18
C8 -1.71 -1.62 1.31
C9 -2.61 -5.42 1.54
C10 -0.02 0.60 -3.05
H1 5.17 7.53 -2.78
H2 -0.63 -1.87 -0.51
H3 -2.17 -1.07 -0.65
H4 4.79 7.45 -1.03
H5 -3.85 -1.43 1.22
H6 2.94 3.89 -2.17
H7 -1.38 -0.60 1.47
H8 0.69 0.91 -2.30
H9 -4.18 -3.25 -1.24
H10 0.09 1.20 -3.95
H11 2.34 -2.30 3.20
H12 -3.30 -2.73 2.33
H13 -2.87 3.76 0.04
H14 3.36 -3.21 2.06
H15 -3.16 -1.04 2.79
H16 -1.50 2.64 0.20
H17 -2.00 -6.16 -0.28
H18 -3.40 -4.91 2.08
H19 3.16 3.39 -0.48
H20 -1.92 -3.92 -2.33
H21 -1.95 -6.04 2.15

For the energy, the calculation gives -9494.27493 Eh. The charge is -1. For the largest force on an atom, the calculation gives 1.25 eV Å⁻¹.

***

No. 8
This record from the OMol25 dataset describes one molecule with the formula C3H6O2S in a non-equilibrium geometry. The level of theory is wB97M-V/def2-TZVPD.

Atoms and positions in Å:
S1 2.13 -0.72 0.65
O1 -0.53 -0.92 -0.85
O2 -1.51 0.92 -0.12
C1 -0.31 0.13 -0.39
C2 0.77 0.64 0.50
C3 -2.64 0.53 -0.72
H1 1.05 1.63 0.20
H2 0.55 0.96 1.47
H3 -2.65 0.05 -1.71
H4 -3.20 -0.20 -0.13
H5 2.95 -0.12 1.59
H6 -3.39 1.40 -0.51

The SMILES is COC(=O)CS. For the energy, the calculation gives -666.51544 Eh. The charge is 0. For the largest force on an atom, the calculation gives 5.81 eV Å⁻¹.